Entry 1:
Density functional theory data (ωB97M-V/def2-TZVPD) for a molecular structure, C36H55AlBBr5Cl4F2KN4O20PS3 at a distorted geometry.

Output
Charge   +2
HOMO-LUMO gap   1.7 eV
Spin multiplicity   1
Maximum force   4.6 eV Å⁻¹
LUMO energy   -8.79 eV

Geometry as XYZ:
```
133
Properties=species:S:1:pos:R:3:forces:R:3:lowdin_charge:R:1
C -0.6423 0.4362 2.6445 0.5659 -0.6201 -0.7126 -0.06
C 0.2853 0.3319 1.3980 -1.1189 0.7408 1.0038 -0.26
C 0.5556 -1.1589 1.1545 0.0797 0.7285 -0.1407 -0.14
C 1.9019 -1.6223 0.4535 -1.3164 -0.0385 0.4144 -0.28
P 2.2264 -3.2347 1.3522 1.4707 -1.3377 0.9390 0.46
O 3.5066 -3.8505 1.0090 0.1561 0.0555 -0.8140 -0.32
O 2.2279 -2.9947 2.9236 -0.6384 0.6952 -0.4197 -0.07
O 0.9525 -4.1603 1.1619 -0.0431 1.0066 -0.4993 -0.07
N 1.5387 -1.8498 -1.0342 1.0274 -0.3777 0.6242 0.04
C 2.4955 -2.6735 -1.8311 0.2860 -1.2174 -2.2719 -0.23
C 1.7841 -3.7491 -2.7682 1.2851 0.3835 0.5464 -0.21
C 1.1969 -4.9383 -2.0210 -0.5734 -0.3296 -0.6172 -0.55
S 2.4674 -5.9329 -1.1948 0.1980 0.0857 0.1537 0.79
C 1.2229 -0.5158 -1.6747 0.2502 0.4357 -1.3830 -0.19
C 0.9249 -0.6041 -3.2054 -0.3419 -0.1143 -0.0702 -0.14
C -0.5091 -1.0959 -3.5879 0.3556 0.1551 0.3470 -0.21
C -1.3018 -1.8886 -2.5340 -0.1378 -0.0283 -0.8922 -0.51
S -3.0799 -1.6388 -2.8452 -0.2021 -0.7965 0.6204 0.99
C -3.5912 -0.9908 -1.2654 0.3326 -0.2398 -0.0442 -1.03
S -2.6774 0.1136 -0.4519 0.2084 0.3083 -0.1078 0.77
N -4.7874 -1.4887 -0.8471 0.5379 1.1408 0.6168 -0.15
C -4.6912 -2.8372 -0.2524 0.8683 -0.8966 -0.8577 -0.12
C -4.4048 -2.7929 1.2388 -0.6279 0.2190 0.0088 -0.20
O -5.5050 -2.1461 1.8645 0.6160 -0.1612 0.0540 -0.13
C -5.4057 -0.7739 1.5033 -0.6390 0.5887 0.2135 -0.19
C -5.5616 -0.5557 -0.0019 -1.1339 -0.6038 0.3423 -0.14
C 2.2555 0.6011 -1.3380 -1.0141 1.0972 0.0164 -0.60
Br 3.7192 0.8177 -2.7198 -0.0936 -0.0718 0.2103 0.83
C 1.4430 1.9394 -1.3853 0.8035 -0.3295 0.0748 -0.16
C 2.2264 3.1966 -1.7112 -0.8218 0.8896 0.5375 -0.20
C 1.3924 4.3769 -1.1839 -0.0456 -0.1987 -0.8585 -0.23
O 1.4726 4.4625 0.2310 -1.4487 -0.0429 -0.4893 -0.07
O 2.8604 0.5951 -0.0776 -0.7407 -0.7406 -0.1329 -0.12
C 3.0295 -0.5867 0.6193 0.9159 -0.0718 0.3829 -0.67
C 3.3005 -0.2735 2.0998 -0.5725 -0.1165 -0.1200 -0.05
Br 4.8849 -1.2426 0.0547 -0.4154 -0.1010 -0.5637 0.78
H -1.0968 1.4198 2.7124 0.0156 -0.0032 0.1480 0.09
H -1.4176 -0.3238 2.5282 -0.2299 0.1957 0.2310 0.07
H -0.0478 0.1981 3.5288 -0.2272 0.1446 0.1808 0.08
H 1.1366 0.9761 1.6033 0.2352 -0.3097 -0.2472 0.10
H -0.2839 0.8066 0.6021 0.2070 -0.2594 -0.3737 0.05
H 0.4457 -1.6402 2.1293 0.3901 -0.0665 -0.0328 0.11
H -0.3176 -1.5288 0.5942 0.1644 -0.0493 -0.1799 0.11
H 3.1444 -2.8509 3.1943 -0.0056 -0.1442 0.2866 0.10
H 0.2281 -3.7152 0.7036 -0.4172 -0.3111 0.3364 0.08
H 0.7004 -2.4368 -1.0057 -0.3445 0.4701 -0.1893 0.13
H 3.0896 -2.0538 -2.5243 -3.3528 -0.2063 3.1479 -0.10
H 3.2396 -3.2416 -1.2680 -0.4054 0.3414 0.8347 0.08
H 1.0705 -3.3001 -3.4579 -0.1643 0.0529 0.2064 0.10
H 2.6031 -4.1647 -3.4015 -0.3708 0.2581 0.2756 0.12
H 0.7449 -5.5813 -2.7771 -0.1335 0.0805 0.0355 0.09
H 0.3667 -4.6224 -1.3788 0.1518 -0.1083 0.2169 0.06
H 1.7976 -7.0938 -1.0814 -0.0998 0.2192 -0.1948 -0.10
H 0.2772 -0.1271 -1.2872 0.0741 -0.4108 0.6045 0.12
H 1.6501 -1.1507 -3.8357 0.0169 0.1771 0.6906 0.09
H 0.9864 0.4227 -3.5638 0.1610 -0.0070 0.0528 0.11
H -0.4218 -1.6793 -4.5065 -0.0977 -0.0665 0.0487 0.12
H -1.1082 -0.2303 -3.8690 0.0792 0.0884 0.1628 0.11
H -1.1590 -1.5548 -1.5078 0.0467 0.1500 -0.0135 -0.01
H -1.0961 -2.9613 -2.6265 -0.0784 0.0116 0.1158 0.07
H -3.8436 -3.3427 -0.7314 -0.1287 0.0172 -0.1300 0.11
H -5.5646 -3.4409 -0.4958 -0.2296 0.2397 0.2589 0.14
H -3.5027 -2.2153 1.4923 0.1224 -0.0773 -0.3179 0.11
H -4.2601 -3.8053 1.6250 -0.3782 0.0947 0.0190 0.08
H -4.4961 -0.3293 1.9196 0.1138 -0.1299 -0.1146 0.10
H -6.2518 -0.2684 1.9670 0.0670 0.0320 0.0583 0.12
H -6.6137 -0.7652 -0.2175 0.0743 -0.1093 -0.1597 0.14
H -5.4235 0.4820 -0.2904 0.2778 -0.0490 -0.0452 0.10
H 1.0779 2.0670 -0.3664 -0.0170 -0.1339 -0.0134 0.11
H 0.5634 1.8412 -2.0241 0.1347 0.0375 -0.1722 0.14
H 3.1846 3.2578 -1.1937 0.1210 -0.2642 -0.1742 0.10
H 2.3228 3.3761 -2.7808 0.2545 -0.2335 -0.0247 0.11
H 1.7500 5.2673 -1.7061 -0.0780 0.2334 0.3971 0.13
H 0.3560 4.2111 -1.4959 -0.0015 0.2670 -0.0676 0.12
H 0.5902 4.7228 0.5201 0.0772 0.1579 0.0522 0.11
H 3.7166 0.7291 2.1784 0.2106 -0.0879 -0.0581 0.12
H 2.3930 -0.3169 2.7007 -0.0128 0.1108 -0.0808 0.09
H 3.9801 -1.0255 2.4853 0.2049 0.2612 0.1392 0.06
C 6.5599 5.3923 3.0872 -0.1567 0.0352 0.0171 0.09
C 7.4357 4.5591 2.5119 0.0547 0.2893 0.2693 -0.23
C 7.0194 3.5827 1.4492 -0.3209 -0.1158 -0.2457 -0.32
O 7.8728 2.8594 0.9515 0.1806 0.0269 0.1760 0.03
C 5.6256 3.5375 1.0666 0.1621 -0.1294 0.0169 0.06
C 4.7385 4.3701 1.6415 -0.1029 -0.3478 -0.2958 -0.21
C 5.1594 5.3670 2.6891 0.4859 0.2277 0.2816 -0.30
O 4.3134 6.0983 3.1554 -0.2965 -0.1457 -0.1330 0.14
O 3.4569 4.3603 1.3211 1.5389 -0.0287 0.8648 0.09
O 8.7249 4.5435 2.8428 -0.0991 -0.2299 -0.2107 0.12
H 6.8505 6.0994 3.8514 0.0303 0.0035 -0.0169 0.14
H 5.3372 2.8174 0.3112 -0.0317 0.0333 -0.0198 0.12
H 3.0340 5.0495 1.8694 -0.2136 0.0845 -0.1884 0.13
H 9.1391 3.8620 2.2852 0.0880 0.0251 -0.0260 0.11
B -8.7983 0.2784 -3.7596 -0.3514 -0.8927 -1.0434 -1.03
O -7.6675 0.5633 -2.8008 -0.1670 0.3498 0.2617 0.23
C -7.9933 1.5857 -2.0701 0.7459 -0.3785 0.0688 -0.39
O -7.3121 2.0712 -1.2027 0.2734 0.3133 0.5098 0.13
C -9.3877 2.0835 -2.4790 -1.1861 0.3247 -0.4503 -0.40
O -9.9554 3.0172 -1.9781 0.3075 0.0863 0.2648 0.16
O -9.8297 1.3248 -3.4437 0.5482 0.0981 0.4392 0.25
F -9.2994 -0.9847 -3.5283 0.0624 0.1424 0.2338 0.17
F -8.3563 0.4064 -5.0569 0.0879 0.1798 0.1677 0.17
K 4.3948 -1.9115 -3.5916 3.3512 -0.0367 -2.7126 0.80
C -7.8794 4.5486 0.6915 -1.5621 -2.5025 -1.6260 0.14
C -7.0667 5.7490 1.4349 1.8945 2.6510 1.5285 -0.57
O -5.8612 5.5691 1.4034 -0.4702 -1.0287 -0.4875 0.21
O -7.8283 6.5805 1.8766 -0.8104 -0.8177 -0.5172 0.24
H -7.1910 3.8032 0.3010 0.4351 0.3268 0.1316 0.06
H -8.5484 4.0733 1.4056 0.1567 0.4421 0.4322 0.11
H -8.4676 4.9696 -0.1239 0.2067 0.5714 0.1506 0.11
C 9.2474 -0.3989 -0.7748 -0.4490 0.6364 0.4767 -1.96
Cl 7.9700 -1.5060 -0.2278 0.5283 -0.2220 -0.1187 0.46
Cl 8.5973 0.7186 -1.9540 0.1380 -0.2029 -0.0527 0.61
Cl 9.9170 0.4639 0.5774 0.0395 -0.1858 -0.0798 0.65
Cl 10.5804 -1.3692 -1.5443 0.2129 0.3450 -0.3148 0.41
Al 10.6760 -3.9719 -1.3642 0.0333 -0.5037 0.1997 0.83
C -7.0662 -4.5411 4.0170 -0.1301 0.1516 -0.0312 -1.64
Br -7.2558 -4.2131 5.9027 0.0286 -0.0481 -0.0763 0.59
Br -5.4940 -5.5984 3.6372 -0.0018 -0.0359 0.0322 0.57
Br -8.6459 -5.3301 3.2598 0.0965 0.0058 0.0440 0.60
H -6.9221 -3.5830 3.5358 0.0602 -0.0251 -0.0254 -0.05
N -0.3476 6.6934 -3.0684 0.1457 0.0408 -0.0867 -0.64
O 0.2964 7.7401 -3.0516 -0.0009 0.0411 0.0703 0.05
O -1.3007 6.5342 -2.2892 -0.0299 -0.1515 0.0993 0.03
O -0.0363 5.7819 -3.8545 -0.0177 -0.2185 0.0912 0.00
O -6.2097 2.3780 2.6204 0.0960 0.1161 0.1004 -0.05
H -5.8438 3.2702 2.5934 0.0543 -0.0272 -0.1053 0.02
H -6.2258 2.1647 3.5596 -0.0806 -0.0445 -0.0033 0.05
C 5.7869 -6.0373 2.1900 0.0900 -0.0366 -0.0313 -0.07
C 7.2140 -6.3066 2.3415 0.5496 -0.1114 0.1238 -0.28
N 8.3433 -6.5035 2.4614 -0.5660 0.2105 -0.2201 0.12
H 5.6175 -5.4737 1.2749 -0.1032 0.0219 0.0202 0.06
H 5.2296 -6.9706 2.1416 0.0120 -0.0144 0.0155 0.09
H 5.4282 -5.4541 3.0352 -0.0064 -0.0084 0.0097 0.08
```
Forces are in eV/Å.

Entry 2:
Density functional theory data (ωB97M-V/def2-TZVPD) for a molecular structure, C36H55N4OP2Sn at a distorted geometry.

Output
Charge   +3
HOMO-LUMO gap (spin up / spin down)   4.9 / 5.3 eV
Spin multiplicity   1
Maximum force   4.0 eV Å⁻¹
LUMO energy (spin up / spin down)   -10.85 / -10.48 eV

Geometry as XYZ:
```
99
Properties=species:S:1:pos:R:3:forces:R:3:lowdin_charge:R:1
C -1.5283 -1.1891 -2.1025 0.1774 0.2778 0.5990 -0.28
C 0.7837 -1.5618 -1.9745 -0.4266 -0.4333 0.0660 -0.29
C -1.6379 -2.0050 -3.2269 0.1708 -0.3252 -0.3873 0.04
C 0.6714 -2.5546 -2.9918 0.3655 0.3996 -0.0472 0.03
C -0.5361 -2.7604 -3.6284 -0.5256 -0.1909 0.1324 0.02
H -2.5935 -2.0401 -3.7454 0.2791 -0.0948 -0.0331 0.14
H 1.5826 -3.0598 -3.3066 -0.2620 0.0896 -0.1089 0.14
H -0.6282 -3.4816 -4.4373 0.0643 0.1499 0.1278 0.14
N -0.3914 -1.1117 -1.3899 0.1628 1.1283 -0.6355 0.01
P -2.8522 0.2381 -0.0029 -1.0607 0.1907 -0.5449 1.03
P 2.9557 0.0749 -0.7304 0.1524 0.2012 -1.5976 1.22
C -2.7223 -0.3027 -1.7518 0.0982 -0.2227 -0.1611 -0.22
H -2.6988 0.6088 -2.3766 0.2682 -0.3949 0.1418 0.11
H -3.6461 -0.8269 -2.0370 0.2832 0.2094 0.1632 0.09
C -0.2632 1.8520 2.7188 2.0369 2.1184 2.5112 -0.06
O 0.3438 2.4305 3.5020 -1.7756 -1.7378 -2.2512 0.15
C 2.0817 -0.9987 -1.8018 0.7313 -3.9148 0.2887 -0.16
H 2.8324 -1.5917 -2.3497 -0.5527 0.2748 -0.3388 0.11
C 4.4529 0.7459 -1.6562 0.5989 0.1169 -0.1831 -0.61
C 3.3791 -0.7444 0.9598 -0.4491 0.2182 1.1579 -0.58
C -3.4296 2.0175 0.0068 -0.0801 0.0286 0.0423 -0.68
C -4.0057 -1.0347 0.7567 0.0495 -0.1124 0.4149 -0.66
C 4.4536 2.2686 -1.4119 -0.2066 0.1001 0.2049 -0.05
H 4.4940 2.5097 -0.3408 0.0679 0.0121 -0.1938 0.09
H 5.3405 2.7026 -1.8947 -0.2232 -0.1523 0.1607 0.12
H 3.5656 2.7483 -1.8436 0.3162 -0.0891 0.0993 0.07
C 5.7885 0.1473 -1.1857 0.2143 -0.1313 0.1660 -0.07
H 6.0131 0.3530 -0.1341 0.0333 -0.1142 -0.4030 0.07
H 5.8384 -0.9329 -1.3719 0.0646 0.3202 -0.0057 0.09
H 6.5939 0.6092 -1.7778 -0.3284 -0.0785 0.1316 0.12
C 4.3615 0.4679 -3.1622 -0.3141 -0.0924 -0.2385 -0.05
H 5.1654 1.0241 -3.6666 -0.1417 -0.1981 0.2472 0.12
H 4.4861 -0.5966 -3.3951 0.0895 0.2122 0.0248 0.10
H 3.4207 0.8093 -3.5937 0.3059 -0.0463 -0.0001 0.06
C 4.1597 0.2583 1.8256 0.1112 0.2738 -0.0483 -0.05
H 3.5831 1.1816 1.9776 0.1302 -0.2043 0.0603 0.10
H 4.3419 -0.1978 2.8107 -0.0956 0.0931 -0.3002 0.12
H 5.1346 0.5299 1.4071 -0.3613 -0.0936 0.2220 0.07
C 2.1193 -1.1632 1.7423 0.1134 0.1891 0.1983 -0.17
H 1.5818 -0.2776 2.1349 0.4300 -0.6387 -0.1277 0.00
H 1.4550 -1.8022 1.1375 0.1547 0.1738 0.2393 0.04
H 2.4043 -1.7526 2.6297 0.1524 0.1502 -0.3712 0.12
C 4.1802 -2.0222 0.6602 0.1881 0.0070 -0.7086 -0.04
H 5.1546 -1.8203 0.2058 -0.3017 -0.0981 0.2062 0.07
H 4.3666 -2.5541 1.6053 -0.1865 0.2792 -0.1798 0.12
H 3.6184 -2.6956 -0.0018 0.1282 0.0342 0.1992 0.10
C -4.3944 -0.5754 2.1674 -0.1712 0.1211 0.1972 -0.07
H -5.0354 -1.3504 2.6153 0.1926 0.2316 -0.1194 0.12
H -3.4987 -0.4901 2.7957 -0.3068 0.0384 -0.1192 0.05
H -4.9571 0.3674 2.1768 0.0698 -0.3702 -0.0261 0.08
C -3.2101 -2.3420 0.9047 0.3173 -0.0931 0.0197 -0.09
H -2.7959 -2.7118 -0.0437 -0.1637 0.0319 0.0921 0.08
H -2.3973 -2.2070 1.6343 -0.2937 -0.1129 -0.2945 0.03
H -3.8837 -3.1174 1.3025 0.1763 0.2271 -0.1778 0.12
C -5.2565 -1.2768 -0.1049 -0.0749 0.1875 -0.1388 -0.06
H -5.9302 -1.9362 0.4629 0.2327 0.1803 -0.1431 0.12
H -5.8057 -0.3547 -0.3309 0.1012 -0.3525 0.0543 0.08
H -5.0210 -1.7903 -1.0454 -0.1226 0.0550 0.2465 0.08
C -2.5379 2.8418 -0.9491 -0.1054 -0.0768 -0.0155 -0.08
H -2.7747 2.6303 -2.0018 0.1109 0.1162 0.2723 0.09
H -2.7500 3.9090 -0.7749 0.0814 -0.3607 -0.0698 0.11
H -1.4610 2.6745 -0.7894 -0.2888 0.1052 -0.0367 0.05
C -3.3078 2.5771 1.4380 -0.1222 0.0321 0.0753 -0.08
H -2.2907 2.4785 1.8475 -0.3979 0.1538 -0.2386 0.02
H -3.5635 3.6472 1.4038 0.1177 -0.3139 0.0616 0.11
H -4.0062 2.0910 2.1313 0.2525 0.2121 -0.1951 0.08
C -4.8945 2.0902 -0.4513 -0.2119 0.1928 -0.0170 -0.07
H -5.0456 1.6499 -1.4474 0.0216 0.1139 0.2394 0.10
H -5.5818 1.6150 0.2624 0.2449 0.1570 -0.2159 0.08
H -5.1792 3.1519 -0.5125 0.0733 -0.2874 -0.0223 0.11
Sn -0.4123 0.1039 0.6997 -0.2255 -1.0920 0.0421 1.16
N 0.6791 1.4315 -0.5269 -0.5515 -0.2913 -1.3116 -0.03
C 1.4617 1.0578 -1.4582 0.2358 3.4267 1.8444 -0.39
C 1.3342 1.6754 -2.8607 -0.2529 -0.3004 0.2615 -0.22
C 1.2630 3.0717 -2.9362 -0.1250 0.1114 0.1062 -0.04
C 1.1575 0.9163 -4.0271 0.0765 0.0239 -0.0230 -0.06
C 1.0884 3.7058 -4.1705 0.0138 -0.2552 0.0281 -0.03
H 1.3317 3.6451 -2.0095 0.0628 -0.0072 -0.3590 0.12
C 0.9578 1.5471 -5.2599 -0.0329 -0.0537 0.3336 -0.03
H 1.2149 -0.1693 -3.9715 -0.0803 0.3362 -0.2365 0.10
C 0.9353 2.9434 -5.3365 0.0307 0.0180 0.2414 -0.03
H 1.0699 4.7963 -4.2178 -0.0204 -0.3620 0.0169 0.13
H 0.8164 0.9382 -6.1559 0.0878 0.2401 0.2936 0.13
H 0.7906 3.4367 -6.3013 0.0699 -0.1712 0.3671 0.13
C -0.8670 -0.1254 6.8164 0.0821 0.2193 0.6883 -0.01
C -0.8969 -0.9136 5.5738 0.1930 -0.7612 -0.4133 -0.29
C -0.4478 -2.1961 5.2726 -0.1707 0.3318 -0.0391 0.04
C -0.7683 -2.4231 3.9213 -0.2011 1.4298 0.4494 -0.35
N -1.3790 -1.3339 3.4069 0.5937 -0.0873 -0.1576 0.00
N -1.4293 -0.4435 4.4334 -0.0890 0.2292 -0.2323 0.01
C -0.4879 -3.6374 3.1306 0.0581 -0.6529 -0.3318 -0.03
H -1.7999 0.4333 6.9651 0.2158 -0.1280 -0.0161 0.10
H -0.7348 -0.8048 7.6650 -0.0438 0.2536 -0.1214 0.10
H -0.0304 0.5866 6.8243 -0.1913 -0.1459 0.0039 0.09
H 0.0401 -2.8840 5.9425 -0.0554 0.0108 0.0602 0.12
H -1.8523 0.4731 4.3041 0.0209 -0.6007 0.1336 0.14
H -0.0633 -3.4000 2.1436 -0.1567 -0.0738 0.2088 0.06
H 0.2347 -4.2629 3.6710 -0.2184 0.1177 -0.2188 0.10
H -1.3980 -4.2387 2.9791 0.2936 0.1613 0.0134 0.10
```
Forces are in eV/Å.